One molecule with the formula C9H9F3N2O, computed with the ωB97M-V functional and the def2-TZVPD basis.

Computed properties:
- E_tot (eV) = -22655.1889
- HOMO level (Eh) = -0.299
- ΔE to the lowest compared entry with this formula, charge and spin (kJ/mol) = 28.8
- net charge = 0
- HOMO-LUMO gap (Ha) = 0.303

Atoms and positions in Å:
H 0.993 -4.306 0.139
H 1.481 -0.452 -1.142
H -0.041 -3.290 1.309
H -1.026 4.630 0.462
N -0.542 1.271 0.653
O 1.243 -2.328 0.026
F -2.052 1.027 3.119
C 0.351 2.043 -1.404
C -0.778 3.563 0.108
C 0.961 -3.475 0.830
N -0.801 0.130 1.298
H -0.066 4.113 -1.823
H 0.762 1.903 -2.436
C -1.118 0.129 2.661
C 0.597 -0.315 -0.723
F -1.396 -1.122 2.987
H 1.788 -3.530 1.589
F -0.015 0.477 3.417
H -0.578 -1.558 0.571
C -0.858 2.539 0.993
C 0.271 -1.386 -0.002
C -0.212 3.333 -1.139
H -1.176 2.638 1.944
C 0.058 1.032 -0.624

***

C47H40BrF4OP3S3Y as an isolated structure, computed with the ωB97M-V functional and the def2-TZVPD basis.

Computed properties:
- E_tot (eV) = -193760.6130
- HOMO level (Eh) = -0.364
- ΔE to the lowest compared entry with this formula, charge and spin (kJ/mol) = 0.0
- net charge = +1
- HOMO-LUMO gap (Ha) = 0.259

Atoms and positions in Å:
C -3.785 3.774 -4.643
C 4.211 -2.651 -2.149
H -0.344 -1.953 4.465
C 0.341 4.290 0.527
H -4.693 1.936 1.829
H 6.695 0.003 4.482
C 3.605 -2.120 -1.031
C 0.549 5.625 0.219
C 4.299 -4.781 -1.074
H -1.958 -1.471 -4.197
C -3.008 3.166 -3.669
H -3.197 -0.172 -2.514
H 1.326 5.903 -0.482
C -0.143 1.289 -2.196
C -0.605 1.652 4.648
C 1.310 2.529 3.495
H -3.814 3.293 1.159
C 0.712 -4.315 1.806
H 2.019 1.999 6.763
C -0.117 -0.400 -3.907
H -4.570 1.354 -0.471
H -3.243 0.442 0.197
H -5.648 4.741 -5.089
H -6.499 4.533 -2.775
C 3.735 -1.474 2.487
H -1.637 1.329 4.664
H 6.630 -2.416 3.975
F 4.647 -6.059 -1.073
H -2.206 4.640 2.733
C 1.194 -4.559 4.529
H 3.061 2.847 4.682
C 5.862 -0.411 3.928
H -5.138 3.463 -1.048
H -0.680 -5.914 2.054
P -2.407 2.358 -1.052
C 0.270 -5.390 3.912
H 1.592 0.773 -3.370
H 4.750 -3.362 2.696
H 2.589 -2.953 4.285
C 4.772 -2.302 2.920
C -2.146 0.027 -2.682
H -0.092 7.644 0.552
H 0.329 2.130 -1.694
F 5.134 -4.507 -3.249
H 1.394 -4.661 5.588
C -0.941 -1.680 3.598
Y -0.022 -0.592 0.360
H 1.774 2.915 2.593
H 0.101 -0.042 3.328
F 4.487 -1.899 -3.210
H 4.871 1.476 3.713
C -1.513 1.054 -1.977
C 2.038 2.497 4.672
S -2.135 -2.032 0.370
P -0.884 2.160 1.835
C 5.828 -1.772 3.641
C 3.696 -4.227 0.045
C -1.455 -0.689 -3.643
H -0.256 -6.137 4.491
C -0.025 2.117 3.467
H 2.974 0.534 2.441
H 0.951 3.529 0.051
F 3.528 -5.036 1.092
C 1.452 2.026 5.842
H -0.332 1.244 6.735
S -1.924 -4.465 -1.305
H -1.857 7.002 2.161
C -1.437 4.906 2.018
C -3.486 3.028 -2.366
C 0.133 1.603 5.827
H -2.802 2.562 3.247
O -0.185 -0.773 2.754
H -1.168 -2.563 3.010
C -3.753 2.217 1.347
S 0.275 -2.488 -1.363
H 0.408 -0.950 -4.676
C -0.655 3.919 1.424
H 0.530 -4.243 0.741
C 1.872 -3.597 3.791
C 4.551 -3.994 -2.179
H -2.028 2.786 -3.933
H -3.406 3.862 -5.652
C -3.605 1.459 0.026
C -5.044 4.267 -4.328
C -1.238 6.242 1.701
H -2.703 0.902 2.686
C 0.034 -5.267 2.548
P 2.379 -2.116 1.463
C -5.521 4.149 -3.031
C 1.636 -3.470 2.425
C 0.549 0.566 -3.171
C -0.246 6.603 0.800
C -1.300 -3.043 -0.820
C 4.837 0.416 3.501
H -1.865 -1.197 3.916
C -2.638 1.946 2.360
Br 3.265 -0.263 -1.052
C -4.747 3.536 -2.056
C 3.305 -2.898 0.088
C 3.772 -0.116 2.782

***

An isolated ion of composition C4H10NO2 and charge +1, computed with the ωB97M-V functional and the def2-TZVPD basis.

Computed properties:
- E_tot (eV) = -9886.9135
- HOMO level (Eh) = -0.534
- ΔE to the lowest compared entry with this formula, charge and spin (kJ/mol) = 258.0
- net charge = +1
- structure (SMILES) = C=C(O)[NH2+][C@@H](C)O
- HOMO-LUMO gap (Ha) = 0.408

Atoms and positions in Å:
N 0.407 0.092 0.544
H 3.027 -1.806 0.876
H -2.953 -0.027 -0.233
C -2.065 0.353 0.269
H -1.993 1.420 0.056
C 2.256 -0.234 -1.102
O -0.619 -0.192 -1.589
H -0.960 0.655 -1.911
O 2.227 -1.385 1.203
H -2.200 0.207 1.336
C -0.861 -0.387 -0.269
H 0.338 -0.246 1.516
H -0.902 -1.466 -0.087
H 3.184 -0.715 -1.347
H 0.431 1.121 0.553
H 1.840 0.411 -1.858
C 1.647 -0.430 0.038

***

C49H61AsF18GeN3O3S2Si4Ti as an isolated structure, computed with the ωB97M-V functional and the def2-TZVPD basis.

Computed properties:
- E_tot (eV) = -304989.8134
- HOMO level (spin up / spin down) (Eh) = -0.087 / -0.087
- ΔE to the lowest compared entry with this formula, charge and spin (kJ/mol) = 0.0
- ⟨S²⟩ = 0.754
- net charge = -2
- HOMO-LUMO gap (spin up / spin down) (Ha) = 0.227 / 0.227
- multiplicity = 2

Atoms and positions in Å:
F -7.756 -5.246 -1.964
H -2.159 -3.119 -2.094
F -6.774 3.006 -0.833
H 5.305 4.249 2.556
H 4.546 4.662 -1.125
H -0.951 0.074 -1.493
C -6.791 2.529 0.426
C -7.299 -2.049 -0.356
H -2.975 -0.169 4.401
H 1.537 0.216 -2.235
H 2.440 -5.046 -0.905
Si 2.898 3.531 2.220
F -7.339 0.635 -2.790
H 5.837 -0.221 -0.850
C 5.232 -2.543 3.564
H 6.931 0.946 2.846
H 3.996 -4.265 -0.613
H 2.167 -4.239 -3.335
N -2.746 -1.015 3.901
H 2.795 3.923 4.637
H -2.501 -4.510 -1.057
F -2.523 2.777 0.861
H 2.591 -3.891 0.417
C 1.080 2.846 -1.630
H 6.632 2.518 -0.890
C -7.318 3.403 1.361
C 1.477 4.657 1.752
F -4.951 -1.671 -3.038
H 0.671 -5.468 0.129
H 3.213 4.925 -2.265
H -1.058 -5.341 0.465
H 0.579 -2.769 -4.403
C 2.741 3.028 4.004
C -5.884 -2.171 -2.208
H 6.106 -3.176 3.463
C -5.001 2.632 -4.610
C -6.425 0.917 2.076
H 3.797 2.532 -3.457
C -0.159 -4.763 0.202
F -5.878 -4.114 -3.566
C -6.339 -3.441 -2.504
H 0.911 2.633 -2.691
C 3.543 -1.831 -1.286
H -2.145 -2.926 -0.346
Si 2.895 2.777 -1.197
C -6.140 1.938 -4.266
S -3.526 -0.724 0.436
F -7.853 -1.419 0.700
F -1.724 3.478 2.734
H -0.367 -4.646 -3.242
C -3.990 1.924 -2.569
C 6.021 -0.176 0.229
C 2.544 -2.966 -1.574
C 5.060 -1.765 4.709
H 2.098 -0.789 -3.578
H 2.812 -2.654 -3.732
H -1.125 -2.726 -3.926
Si 0.685 -2.349 -1.191
H 0.056 -4.105 1.045
C -1.877 -3.606 -1.156
C -0.395 -4.007 -1.130
H 4.406 -3.137 1.666
H -3.445 -1.313 3.232
C 2.849 -3.461 -2.998
F -6.040 -0.276 2.531
C -7.381 3.022 2.676
O 0.364 2.183 2.237
C 5.905 1.328 2.773
N -0.607 -0.212 3.918
Ge -5.197 0.118 -0.504
H 7.458 2.722 0.670
F -4.952 3.306 -5.766
H 3.562 0.927 -2.733
C -1.480 -1.052 3.403
C -0.229 -2.117 -4.059
C -7.291 -4.018 -1.693
C -1.945 2.377 1.996
As 3.053 1.601 0.849
C 4.375 4.692 2.189
C -6.175 1.251 -3.070
C -5.110 1.206 -2.188
H -1.352 0.185 -3.224
F -2.911 1.986 -1.797
H 3.872 -3.879 -3.031
F -7.011 1.397 4.322
C 3.889 1.949 -2.533
C 6.478 2.730 0.174
F -7.776 4.611 0.998
C 0.124 -1.342 -2.782
H 3.536 2.335 4.308
H 0.968 4.341 0.839
C 3.910 -1.005 4.833
C -6.330 1.260 0.732
N 0.644 -0.477 3.360
H 0.728 4.635 2.549
S -1.103 -2.289 2.228
H 0.685 3.847 -1.418
H 2.961 5.186 -0.529
H 1.445 -0.022 5.157
H 0.825 0.408 -3.850
Si 5.409 1.411 0.974
C 1.216 -0.330 -3.128
H 3.474 -1.025 -2.017
C -1.111 -0.511 -2.400
O 2.271 -1.679 1.681
H 4.117 5.536 2.842
H -0.447 -1.400 -4.870
Ti 0.699 -0.869 1.245
H 4.569 5.090 1.190
F -7.199 1.948 -5.092
C -0.587 1.656 1.702
H 6.068 3.736 0.257
H 4.576 -2.224 -1.330
C 4.290 -2.528 2.554
H 0.485 2.128 -1.058
C 3.153 -1.718 2.658
C 1.627 -0.386 4.146
C -3.925 2.636 -3.758
H 0.813 -5.479 -2.228
C -6.935 1.773 3.038
H 4.948 1.911 -2.253
C 2.943 -0.980 3.836
C -7.781 -3.317 -0.616
C -0.189 -5.046 -2.244
H 5.249 0.638 3.318
F -7.888 3.853 3.594
F -8.732 -3.869 0.154
C 3.467 4.554 -1.265
H 3.726 -0.442 5.744
H 1.775 2.537 4.164
F -2.829 3.332 -4.083
C 2.903 -4.105 -0.608
H 5.801 -1.770 5.499
C -6.336 -1.432 -1.128
H 3.394 -1.396 -0.299
H 5.858 2.296 3.275
F -2.807 1.623 2.676
H -0.901 -5.875 -2.091
H 1.831 5.685 1.614
H -1.996 -1.123 -2.212
H 5.538 -1.047 0.683
H 7.102 -0.244 0.406
O -0.569 0.610 0.934